[1]
Computed, not measured: an isolated ion of composition CH7N5S and charge +2 at a distorted geometry, with ωB97M-V/def2-TZVPD.

The SMILES is [H]/N=[N+](\N)C(=S)N[NH3+]. Its frontier orbital gap is 8.57 eV. The HOMO energy is -19.0 eV. Its strongest force on any atom is 3.7 eV/Å.

Geometry as ORCA input:
```
! RIJCOSX wB97M-V def2-TZVPD def2/J DEFGRID3
* xyz 2 1
H 1.959 1.023 -0.329
N 1.020 0.697 -0.273
N 0.587 0.280 0.821
N 1.074 0.512 1.997
C -0.947 -0.472 0.611
S -1.916 -0.412 1.879
N -1.004 -0.975 -0.630
N -0.425 -0.399 -1.884
H 0.531 0.286 2.786
H 1.781 1.311 2.198
H -1.885 -1.251 -0.858
H -0.269 -1.117 -2.612
H -1.003 0.339 -2.258
H 0.499 0.177 -1.450
*
```

Atom charges from the Mulliken analysis, given in e for atoms 1 to 2: H 0.27; N -0.68



[2]
Computed, not measured: a 2-piece molecular cluster, CH7N6O overall at a distorted geometry, with ωB97M-V/def2-TZVPD.

Its frontier orbital gap is 9.81 eV. The HOMO energy is -13.6 eV. Its strongest force on any atom is 7.1 eV/Å.

Geometry as ORCA input:
```
! RIJCOSX wB97M-V def2-TZVPD def2/J DEFGRID3
* xyz 1 1
C 1.003 0.990 0.347
N -2.970 1.192 -0.073
N -2.338 0.259 -0.018
N 1.260 0.051 -0.482
N -1.608 -0.580 0.410
N 0.800 2.234 -0.132
N 1.207 -1.359 -0.121
O -1.399 -1.851 -0.196
H 1.018 0.823 1.395
H 1.118 3.083 0.246
H 0.524 2.491 -1.075
H 1.263 -1.440 0.991
H 1.990 -1.733 -0.487
H 0.402 -1.892 -0.411
H -2.271 -2.269 -0.394
*
```

Atom charges from the Mulliken analysis, given in e for atoms 1 to 2: C 0.00; N -0.41



[3]
Computed, not measured: a 2-piece molecular cluster, CH7NO3P overall at a distorted geometry, with ωB97M-V/def2-TZVPD.

Its frontier orbital gap (spin up / spin down) is 6.53 / 5.06 eV. The HOMO energy (spin up / spin down) is -11.2 / -15.7 eV. Its strongest force on any atom is 7.7 eV/Å.

Geometry as ORCA input:
```
! RIJCOSX wB97M-V def2-TZVPD def2/J DEFGRID3
* xyz 1 3
C 2.072 0.200 0.292
N -1.646 -0.308 0.937
O -3.004 -0.566 -1.462
O -4.088 0.485 0.627
O 0.920 -0.612 0.564
P -2.864 -0.165 -0.109
H 1.782 1.119 0.850
H 2.191 0.523 -0.768
H 3.008 -0.251 0.678
H -0.634 -0.433 0.806
H -1.853 0.026 1.816
H 0.811 -1.297 -0.118
H -4.989 0.140 0.323
*
```

Atom charges from the Mulliken analysis, given in e for atoms 1 to 2: C -0.51; N 0.05



[4]
Computed, not measured: a 3-piece molecular cluster, CH7NO4 overall at a distorted geometry, with ωB97M-V/def2-TZVPD.

The SMILES is NC(=O)O.O.O. Its frontier orbital gap is 11.18 eV. The HOMO energy is -10.7 eV. Its strongest force on any atom is 3.7 eV/Å.

Geometry as ORCA input:
```
! RIJCOSX wB97M-V def2-TZVPD def2/J DEFGRID3
* xyz 0 1
N -0.239 0.377 0.358
C 0.661 1.381 0.494
O 1.594 1.600 -0.180
O 0.287 2.274 1.530
H -0.163 -0.187 -0.504
H -1.068 0.333 0.905
H 0.756 3.146 1.345
O -1.272 -1.679 -2.276
H -1.061 -1.440 -3.122
H -1.740 -2.477 -2.318
O -0.454 -2.868 0.580
H 0.475 -2.922 0.847
H -0.728 -1.997 0.142
*
```

Atom charges from the Mulliken analysis, given in e for atoms 1 to 2: N -0.28; C 0.56



[5]
Computed, not measured: a single CH7NOSi2 molecule at a distorted geometry, with ωB97M-V/def2-TZVPD.

The SMILES is CO[SiH2]N=[SiH2]. Its frontier orbital gap is 8.62 eV. The HOMO energy is -9.2 eV. Its strongest force on any atom is 2.6 eV/Å.

Geometry as ORCA input:
```
! RIJCOSX wB97M-V def2-TZVPD def2/J DEFGRID3
* xyz 0 1
C -0.449 1.979 -0.248
O -1.441 0.966 -0.315
Si -1.213 -0.648 -0.052
N 0.337 -1.408 0.093
Si 1.896 -1.581 0.439
H -0.147 2.143 -1.338
H 0.411 1.718 0.447
H -0.889 2.872 0.145
H -1.856 -1.187 1.155
H -2.017 -1.433 -1.128
H 2.602 -2.670 1.112
H 2.765 -0.751 -0.311
*
```

Atom charges from the Mulliken analysis, given in e for atoms 1 to 2: C -0.48; O -0.25



[6]
Computed, not measured: a 2-piece molecular cluster, CH7NS overall at a distorted geometry, with ωB97M-V/def2-TZVPD.

Its frontier orbital gap (spin up / spin down) is 2.43 / 9.39 eV. The HOMO energy (spin up / spin down) is 1.2 / -5.6 eV. Its strongest force on any atom is 2.2 eV/Å.

Geometry as ORCA input:
```
! RIJCOSX wB97M-V def2-TZVPD def2/J DEFGRID3
* xyz -1 2
S 0.891 3.136 0.654
H 0.178 1.964 0.474
C -0.379 -1.575 -0.056
N -0.015 -0.161 -0.497
H -1.425 -1.578 -0.117
H -0.227 -1.826 0.957
H -0.042 -2.349 -0.680
H 1.710 2.515 1.495
H 0.260 -0.333 -1.515
H -0.951 0.206 -0.715
*
```

Atom charges from the Mulliken analysis, given in e for atoms 1 to 2: S -0.84; H 0.25



[7]
Computed, not measured: a 2-piece molecular cluster, CH7NS2 overall at a distorted geometry, with ωB97M-V/def2-TZVPD.

Its frontier orbital gap (spin up / spin down) is 3.47 / 7.98 eV. The HOMO energy (spin up / spin down) is 0.3 / -4.1 eV. Its strongest force on any atom is 4.6 eV/Å.

Geometry as ORCA input:
```
! RIJCOSX wB97M-V def2-TZVPD def2/J DEFGRID3
* xyz -1 2
S 0.460 1.134 -3.226
S 0.032 -0.545 -2.077
H 1.571 1.476 -2.810
H -1.235 -0.181 -1.418
C -0.602 0.055 1.462
N 0.719 -0.679 1.428
H -1.557 -0.426 0.741
H -0.416 1.094 1.240
H -0.994 0.045 2.446
H 0.564 -1.690 1.338
H 1.459 -0.283 0.876
*
```

Atom charges from the Mulliken analysis, given in e for atoms 1 to 2: S -0.51; S -0.54



[8]
Computed, not measured: a 2-piece molecular cluster, CH7NS2 overall, with ωB97M-V/def2-TZVPD.

The SMILES is CN.SS. Its frontier orbital gap is 8.82 eV. The HOMO energy is -8.6 eV. Its strongest force on any atom is 0.8 eV/Å.

Geometry as ORCA input:
```
! RIJCOSX wB97M-V def2-TZVPD def2/J DEFGRID3
* xyz 0 1
C -0.022 1.837 -0.144
N 0.713 1.010 0.786
H -0.226 1.361 -1.114
H 0.515 2.760 -0.348
H -0.981 2.104 0.304
H 0.196 0.279 1.240
H 1.646 0.743 0.520
S 0.142 -2.206 -1.203
S -1.059 -1.986 0.471
H -0.593 -3.131 -1.791
H -0.332 -2.771 1.279
*
```

Atom charges from the Mulliken analysis, given in e for atoms 1 to 2: C -0.65; N -0.48



[9]
Computed, not measured: a 2-piece molecular cluster, CH7NS2 overall at a distorted geometry, with ωB97M-V/def2-TZVPD.

The SMILES is CN.SS. Its frontier orbital gap is 9.11 eV. The HOMO energy is -8.8 eV. Its strongest force on any atom is 1.9 eV/Å.

Geometry as ORCA input:
```
! RIJCOSX wB97M-V def2-TZVPD def2/J DEFGRID3
* xyz 0 1
C 1.230 -0.798 0.455
N 2.193 -0.393 -0.535
H 1.795 -1.326 1.221
H 0.803 0.009 1.067
H 0.415 -1.473 0.207
H 3.113 -0.376 -0.144
H 1.895 0.368 -1.116
S -3.275 1.706 0.444
S -2.504 0.108 -0.649
H -4.442 1.677 -0.210
H -1.224 0.496 -0.741
*
```

Atom charges from the Mulliken analysis, given in e for atoms 1 to 2: C -0.73; N -0.45



[10]
Computed, not measured: a single CH7NSi molecule at a distorted geometry, with ωB97M-V/def2-TZVPD.

The SMILES is CN[SiH3]. Its frontier orbital gap is 9.77 eV. The HOMO energy is -8.7 eV. Its strongest force on any atom is 3.0 eV/Å.

Geometry as ORCA input:
```
! RIJCOSX wB97M-V def2-TZVPD def2/J DEFGRID3
* xyz 0 1
C 1.329 0.388 -0.154
N 0.249 -0.302 0.485
Si -1.474 -0.120 0.042
H 2.177 -0.308 -0.393
H 1.017 1.006 -0.954
H 1.774 1.097 0.573
H 0.624 -1.149 1.058
H -2.290 -0.613 1.155
H -2.023 -1.090 -0.967
H -1.383 1.091 -0.846
*
```

Atom charges from the Mulliken analysis, given in e for atoms 1 to 2: C -0.74; N -0.27



[11]
Computed, not measured: a 2-piece molecular cluster, CH7O2 overall at a distorted geometry, with ωB97M-V/def2-TZVPD.

Its frontier orbital gap is 13.98 eV. The HOMO energy is -17.9 eV. Its strongest force on any atom is 1.2 eV/Å.

Geometry as ORCA input:
```
! RIJCOSX wB97M-V def2-TZVPD def2/J DEFGRID3
* xyz 1 1
O 0.366 -1.921 0.233
H 0.428 -2.497 1.004
H 0.544 -2.390 -0.590
H 0.054 -0.550 0.494
C -0.211 1.394 -0.590
O -0.379 0.418 0.507
H -1.190 1.833 -0.747
H 0.512 2.137 -0.266
H 0.106 0.792 -1.436
H -0.229 0.785 1.391
*
```

Atom charges from the Mulliken analysis, given in e for atoms 1 to 2: O -0.58; H 0.33



[12]
Computed, not measured: a 2-piece molecular cluster, CH7O2 overall, with ωB97M-V/def2-TZVPD.

Its frontier orbital gap is 13.88 eV. The HOMO energy is -17.8 eV. Its strongest force on any atom is 0.6 eV/Å.

Geometry as ORCA input:
```
! RIJCOSX wB97M-V def2-TZVPD def2/J DEFGRID3
* xyz 1 1
O -0.347 1.137 1.550
H -0.241 2.093 1.458
H -0.911 0.950 2.309
H -0.326 0.481 0.208
C 0.495 -1.170 -0.830
O 0.044 0.255 -0.737
H 1.495 -1.146 -0.431
H -0.164 -1.759 -0.196
H 0.480 -1.423 -1.878
H -0.525 0.584 -1.453
*
```

Atom charges from the Mulliken analysis, given in e for atoms 1 to 2: O -0.65; H 0.35